Record 1
112
Properties=species:S:1:pos:R:3:forces:R:3:lowdin_spin:R:1 method="wB97M-V/def2-TZVPD" e_lumo_ev="-0.803 / -1.225" total_charge=0 spin_multiplicity=3 largest_force_ev_per_a=0.7 s2=2.0327 orbital_gap_ev="5.61 / 6.11" de_lowest_ev=0.2921
W 1.3754 -0.4015 0.9910 0.4 -0.3 -0.3 0.224
Se 1.6335 -2.0710 2.5717 0.2 0.4 -0.2 -0.038
P -0.1735 0.4631 2.9326 -0.4 0.0 -0.6 0.241
Se -0.9576 -0.4538 0.5197 -0.6 0.1 -0.1 0.386
C -1.2618 1.9408 2.7599 0.0 0.0 0.3 0.021
C -1.6184 2.6626 1.6265 0.1 0.0 0.0 0.008
C -2.3537 3.8380 1.7414 0.0 0.0 0.0 0.003
C -2.7541 4.3001 2.9837 0.0 0.0 0.0 0.002
C -2.4143 3.5848 4.1251 0.0 0.0 0.0 0.002
C -1.6709 2.4244 4.0103 0.0 0.0 0.0 0.008
C -1.3643 -0.7186 3.6842 0.2 0.0 0.2 0.028
C -0.8950 -1.5545 4.6958 0.0 0.0 0.0 0.008
C -1.7522 -2.4345 5.3441 0.0 0.0 0.0 0.001
C -3.0955 -2.4671 5.0043 0.0 0.0 0.0 0.003
C -3.5819 -1.6082 4.0248 0.0 0.0 0.0 0.002
C -2.7231 -0.7402 3.3721 0.0 0.0 -0.1 0.008
H -1.3285 2.3182 0.6444 0.0 0.0 0.0 0.003
H -2.6222 4.3792 0.8453 0.0 0.0 -0.1 0.000
H -3.3324 5.2120 3.0652 0.0 0.0 0.0 0.000
H -2.7247 3.9316 5.1030 0.0 0.0 0.0 0.000
H -1.4036 1.8759 4.9086 0.0 0.0 0.0 0.003
H 0.1476 -1.5083 4.9837 0.0 0.0 0.0 0.003
H -1.3709 -3.0825 6.1232 0.0 0.0 0.0 0.000
H -3.7672 -3.1475 5.5128 0.0 0.0 0.0 0.000
H -4.6346 -1.6147 3.7709 0.0 0.0 0.0 0.000
H -3.1104 -0.0647 2.6190 0.0 0.0 0.0 0.003
O 4.7968 -0.8687 -1.2041 0.2 -0.1 -0.1 0.000
C 3.8364 -1.2116 -0.5691 -0.4 0.0 0.3 0.002
O 3.2635 -0.4476 0.3508 0.2 -0.2 -0.1 0.010
C 3.2274 -2.6065 -0.6251 0.0 -0.1 -0.1 0.000
P 1.4193 -2.4986 -0.4497 -0.2 0.2 0.3 0.016
C 0.8576 -4.0764 0.2569 0.0 -0.1 0.0 0.001
C 1.5583 -5.2482 -0.0025 0.0 0.0 0.0 0.000
C 1.0921 -6.4655 0.4770 0.0 0.0 0.0 0.000
C -0.0862 -6.5173 1.2041 0.0 0.0 0.0 0.000
C -0.7978 -5.3498 1.4558 0.0 -0.1 0.0 0.000
C -0.3281 -4.1352 0.9898 0.0 0.1 0.0 0.000
C 0.6729 -2.6152 -2.0959 -0.1 -0.1 -0.1 0.005
C 1.4328 -2.5576 -3.2586 0.0 0.0 0.0 0.000
C 0.8190 -2.7045 -4.4963 0.0 0.0 0.0 0.002
C -0.5493 -2.9065 -4.5780 -0.1 0.0 0.0 0.000
C -1.3150 -2.9570 -3.4183 0.0 0.0 -0.1 0.002
C -0.7062 -2.8183 -2.1826 0.0 0.0 0.0 0.011
H 3.5430 -3.1025 0.2988 0.1 -0.1 0.0 0.000
H 3.5863 -3.1719 -1.4804 0.0 0.0 0.0 0.000
H 2.4730 -5.2235 -0.5833 0.0 0.0 0.0 0.000
H 1.6499 -7.3715 0.2776 0.0 0.0 0.0 0.000
H -0.4505 -7.4656 1.5782 0.0 0.0 0.0 0.000
H -1.7129 -5.3844 2.0335 0.0 0.0 0.0 0.000
H -0.8659 -3.2210 1.2217 0.0 0.0 0.0 0.001
H 2.4942 -2.3505 -3.2164 0.0 0.0 0.0 0.000
H 1.4168 -2.6435 -5.3964 0.0 0.0 0.0 0.000
H -1.0231 -3.0219 -5.5447 0.0 0.0 0.0 0.000
H -2.3849 -3.1102 -3.4771 0.0 0.0 0.0 0.000
H -1.3080 -2.8705 -1.2843 0.0 0.0 0.0 0.008
C 4.8405 1.8057 0.4298 0.1 0.0 0.1 0.001
N 4.0060 2.1186 -0.7140 -0.1 -0.1 0.0 0.000
C 2.7202 2.4259 -0.6959 0.2 0.2 -0.1 0.000
S 1.6394 2.2804 0.6507 0.0 -0.5 0.3 -0.001
N 2.2183 3.0185 -1.7822 0.0 -0.2 0.1 -0.001
C 2.9769 3.3568 -2.9694 0.0 0.1 0.0 0.000
H 5.7239 2.4446 0.3999 0.0 0.0 0.0 0.000
H 5.1375 0.7600 0.4104 0.1 0.2 0.0 0.000
H 4.2728 2.0051 1.3300 0.0 0.0 0.1 0.001
H 4.4263 1.9984 -1.6237 0.0 0.0 0.0 0.000
H 1.2178 3.0917 -1.7800 -0.1 0.1 -0.1 0.000
H 3.8573 3.9393 -2.6894 0.0 0.0 0.0 0.000
H 2.3535 3.9791 -3.6068 0.0 0.0 0.0 0.000
H 3.2618 2.4606 -3.5228 0.0 0.0 0.0 0.000
C 4.9112 -1.1311 2.9689 0.1 0.0 0.0 0.050
C 4.4125 0.1495 3.5258 0.1 0.1 0.1 0.295
C 5.1314 0.8924 4.5386 0.0 -0.1 0.0 0.116
C 4.3777 1.9832 4.8040 -0.1 0.0 0.0 0.138
C 3.2086 1.8785 3.9453 0.1 -0.1 0.1 0.285
C 2.1139 2.8767 4.0106 0.1 0.0 0.1 0.056
N 3.2617 0.7714 3.1793 0.0 0.2 0.1 0.002
H 5.9611 -1.2588 3.2319 0.0 0.0 0.0 0.001
H 4.8002 -1.1619 1.8880 0.0 0.0 0.0 0.009
H 4.3463 -1.9724 3.3753 0.0 0.0 0.0 0.018
H 6.0768 0.5953 4.9662 0.0 0.0 0.0 0.002
H 4.5612 2.7857 5.5022 0.0 0.0 0.0 0.003
H 2.5373 3.8847 3.9992 0.0 0.0 0.0 0.011
H 1.5863 2.7616 4.9634 0.0 0.0 0.0 0.020
H 1.3937 2.7969 3.2127 -0.1 -0.1 -0.1 0.003
C -7.2206 -0.1022 -4.4094 0.0 0.0 0.0 0.000
C -6.0594 0.7878 -4.0650 0.0 0.0 0.0 0.000
C -5.5427 0.8252 -2.7751 0.0 0.0 0.0 0.000
C -4.4726 1.6512 -2.4586 0.0 0.0 0.0 0.000
C -3.9097 2.4403 -3.4493 0.0 -0.1 0.0 0.000
C -4.4113 2.4229 -4.7443 0.1 0.0 0.0 0.000
C -5.4828 1.6025 -5.0404 0.0 0.0 0.0 0.000
S -2.5278 3.4567 -3.0502 -0.1 0.0 0.1 0.000
O -2.5648 3.6417 -1.6252 0.1 0.1 0.1 0.000
O -2.4816 4.5782 -3.9458 0.0 0.0 0.1 0.000
N -1.2472 2.5307 -3.4645 0.0 0.1 0.0 0.000
C -0.8109 1.4570 -2.5631 0.0 0.0 -0.1 0.002
C 0.1557 0.5383 -3.3120 0.0 -0.1 0.1 0.001
C 1.4835 0.2688 -2.6081 0.1 0.1 0.0 0.001
O 2.5152 0.2814 -3.2807 0.0 0.0 0.1 0.000
O 1.4279 -0.0015 -1.3527 -0.2 0.1 -0.1 0.009
H -7.5663 -0.6553 -3.5371 0.0 0.0 0.0 0.000
H -6.9434 -0.8244 -5.1794 0.0 0.0 0.0 0.000
H -8.0592 0.4794 -4.7956 0.0 0.0 0.0 0.000
H -5.9881 0.2098 -2.0027 0.0 0.0 0.0 0.000
H -4.0880 1.7031 -1.4482 0.0 0.0 0.0 0.000
H -3.9688 3.0582 -5.5006 0.0 0.0 0.0 0.000
H -5.8857 1.5939 -6.0467 0.0 0.0 0.0 0.000
H -0.5314 3.1194 -3.8742 0.0 -0.1 -0.1 0.000
H -1.7105 0.9262 -2.2510 0.0 -0.1 0.0 0.001
H -0.3626 1.8432 -1.6431 0.0 0.0 0.0 0.000
H 0.3617 0.9328 -4.3064 0.1 0.0 0.0 0.000
H -0.2976 -0.4434 -3.4629 -0.1 0.1 0.0 0.000

Record 2
30
Properties=species:S:1:pos:R:3:forces:R:3:nbo_charge:R:1 method="wB97M-V/def2-TZVPD" e_lumo_ev=3.068 total_charge=-1 largest_force_ev_per_a=1.8 orbital_gap_ev=6.94 de_lowest_ev=0.0000
C 3.4089 -1.5459 -0.0615 0.6 0.3 -0.2 -0.617
C 3.4726 -0.0179 -0.4676 0.0 -0.3 1.1 -0.403
C 2.5752 0.8756 0.4556 -0.8 0.2 -0.7 -0.399
C 1.1284 1.1024 -0.1362 0.0 0.2 1.0 -0.400
C 0.1315 1.2899 1.0760 -0.3 -0.4 -1.7 -0.390
C -1.3706 1.3217 0.5812 1.1 -1.0 0.5 -0.405
C -1.7642 -0.1443 0.2138 -1.2 0.4 0.7 -0.409
C -3.2227 -0.2877 -0.4024 1.1 -1.1 0.2 -0.155
N -3.1271 -0.5078 -1.8594 -0.4 0.8 -0.2 -0.842
C -3.8075 -1.6075 0.2429 0.0 -0.7 -0.3 0.756
O -4.6310 -1.4972 1.1651 -0.3 0.7 0.4 -0.779
O -3.3490 -2.6925 -0.2042 0.4 0.7 -0.3 -0.804
H 2.5778 -1.7658 0.6380 0.3 0.1 -0.6 0.214
H 3.3763 -2.2028 -0.9583 -0.3 0.4 0.6 0.208
H 4.3539 -1.8180 0.4658 -0.7 0.2 -0.2 0.196
H 3.1443 0.1051 -1.5201 0.4 0.1 0.6 0.201
H 4.5349 0.2841 -0.3213 -0.7 0.0 -0.6 0.193
H 3.0106 1.8880 0.6215 0.0 -0.7 0.0 0.195
H 2.4129 0.4035 1.4519 0.5 0.2 -0.6 0.196
H 0.8344 0.2522 -0.7869 0.1 0.4 0.5 0.202
H 1.0643 2.0249 -0.7546 0.3 -0.6 0.2 0.189
H 0.2536 0.3731 1.6993 -0.1 0.9 0.0 0.197
H 0.4302 2.2182 1.6063 -0.2 -0.6 0.0 0.189
H -1.5016 1.9832 -0.3036 0.1 -0.1 0.7 0.186
H -1.9749 1.6504 1.4573 0.0 -0.1 -0.9 0.205
H -1.7427 -0.7524 1.1513 0.1 0.5 -0.6 0.212
H -1.0695 -0.6283 -0.4994 -0.3 0.4 0.4 0.190
H -3.8631 0.5860 -0.1577 0.4 -0.5 -0.3 0.185
H -2.8471 0.3461 -2.3476 0.1 -0.3 0.2 0.325
H -2.4386 -1.2364 -2.0452 -0.4 0.1 0.2 0.365

Record 3
18
Properties=species:S:1:pos:R:3:forces:R:3:nbo_charge:R:1 method="wB97M-V/def2-TZVPD" e_lumo_ev=0.221 total_charge=0 largest_force_ev_per_a=5.6 orbital_gap_ev=9.01 de_lowest_ev=4.4652
C 1.7285 0.2180 1.6239 0.3 -0.1 -0.1 -0.707
N 1.2401 0.9629 -1.2378 0.3 -0.1 1.8 -0.702
C 1.3691 -0.6688 0.4826 -0.3 1.3 -0.8 0.114
N 1.0254 -0.2817 -0.6941 1.8 -1.5 -1.1 -0.316
H 0.8825 1.7531 -0.7024 0.3 0.0 -0.9 0.390
H 1.4689 0.9374 -2.2228 -0.8 0.3 0.5 0.395
H 1.4771 -1.7401 0.5910 -0.6 -0.2 0.1 0.191
H 1.1157 1.1179 1.5996 -0.1 0.0 0.3 0.233
H 2.7763 0.5261 1.5621 0.0 0.1 -0.1 0.238
H 1.6274 -0.3394 2.5536 -0.2 0.2 0.1 0.229
C -1.2795 0.2196 -0.4221 -4.4 0.6 3.4 0.645
N -1.5395 -0.1940 -1.6946 1.6 0.0 -2.1 -0.931
C -2.1485 -0.7673 0.7098 -0.4 1.1 -1.7 0.334
O -1.2550 1.3825 -0.0360 1.1 -1.6 -0.5 -0.560
O -2.7286 -1.7692 0.3880 1.0 0.4 0.2 -0.508
H -0.7467 -0.6624 -2.1361 -0.6 0.1 0.1 0.420
H -2.4568 -0.5656 -1.8906 0.3 -0.4 0.4 0.412
H -2.5564 -0.1291 1.5263 0.7 -0.2 0.4 0.122

Record 4
9
Properties=species:S:1:pos:R:3:forces:R:3:nbo_charge:R:1 method="wB97M-V/def2-TZVPD" e_lumo_ev=4.098 total_charge=-1 largest_force_ev_per_a=3.4 orbital_gap_ev=8.64 de_lowest_ev=1.5395
C 0.1735 1.4171 0.0281 -1.1 -1.7 0.4 0.852
C -0.9587 -0.9969 0.0823 -0.3 1.6 -0.6 0.877
N 1.1495 -0.1668 -0.6099 2.0 -2.7 0.1 -0.223
N -0.1864 0.1805 -0.6171 -1.5 0.5 0.1 -0.447
O -2.1406 -0.8449 0.1701 -1.8 0.3 0.2 -0.686
O -0.3705 2.4221 0.3734 0.3 0.0 -0.3 -0.610
O -0.2019 -1.9137 0.3749 1.0 -1.3 0.5 -0.736
O 1.4652 1.0137 0.1429 0.9 1.2 0.7 -0.407
H 1.0699 -1.1110 0.0553 0.6 2.2 -1.1 0.379

Record 5
89
Properties=species:S:1:pos:R:3:forces:R:3:mulliken_charge:R:1 method="wB97M-V/def2-TZVPD" e_lumo_ev=2.206 total_charge=-1 largest_force_ev_per_a=4.3 orbital_gap_ev=8.03 de_lowest_ev=4.1814
Cl 0.6813 -6.8950 -3.3532 2.3 -0.9 -1.0 1.566
O 0.1058 -8.1753 -3.0019 -0.2 0.1 0.0 -0.634
O 1.4929 -6.4327 -2.2232 -1.0 0.2 -0.6 -0.647
O 1.5701 -7.0511 -4.5150 -0.4 -0.2 0.8 -0.663
O -0.3392 -5.9811 -3.7654 -0.7 0.7 0.8 -0.622
C -11.3022 -13.3599 -2.0826 0.2 0.8 1.2 -0.749
O -10.2707 -13.9637 -1.2536 0.5 -0.2 -1.3 -0.391
C -9.4024 -13.0889 -0.5309 0.0 1.8 -1.0 -0.376
C -8.6378 -12.0546 -1.4466 0.7 0.1 -1.3 -0.886
N -7.2841 -11.6222 -1.0897 0.3 -0.3 0.7 -0.192
C -6.9080 -11.2927 0.2922 0.0 0.7 -0.7 -0.336
C -5.3746 -10.9929 0.4348 0.5 0.1 0.2 -0.647
O -4.9330 -10.7614 1.7818 -1.2 -0.3 0.2 -0.338
C -3.5661 -10.7346 2.1477 -0.1 0.1 -0.3 -0.708
H -12.0042 -12.9330 -1.3662 -0.7 -0.3 -0.2 0.314
H -11.7507 -14.0329 -2.8133 0.1 -0.7 0.8 0.283
H -11.0903 -12.5029 -2.7220 1.2 0.2 0.1 0.290
H -8.6397 -13.5833 0.0707 -0.3 -0.9 -0.5 0.328
H -10.0194 -12.5601 0.1956 -0.1 0.4 0.1 0.307
H -9.2375 -11.2257 -1.8226 -0.7 0.8 1.3 0.390
H -8.5154 -12.4011 -2.4728 0.2 -1.4 0.1 0.473
H -6.5408 -11.6865 -1.7704 -0.4 -0.3 0.2 0.224
H -7.3192 -12.0670 0.9398 0.6 -0.1 0.5 0.275
H -7.4434 -10.3679 0.5072 0.0 0.2 0.6 0.186
H -5.1291 -10.0758 -0.1007 -0.3 0.1 -0.4 0.338
H -4.7594 -11.7667 -0.0246 -0.1 -0.5 0.0 0.383
H -2.8906 -10.2154 1.4679 -0.3 0.2 -0.5 0.312
H -3.1397 -11.7281 2.2868 -0.2 -0.3 0.1 0.271
H -3.5255 -10.1845 3.0878 0.0 -0.2 0.0 0.248
C -1.6480 -9.4725 -9.6808 -0.3 -0.3 1.2 -0.701
O -2.7570 -9.9625 -8.9896 -1.5 -0.7 0.8 -0.366
C -2.7828 -9.6633 -7.5970 -0.2 -1.2 -0.3 -0.363
C -3.8572 -10.4798 -6.8015 1.3 1.1 0.3 -0.728
N -3.2270 -11.4527 -5.8588 -1.3 -0.6 -0.8 -0.441
C -2.8701 -12.7092 -6.5585 -0.1 0.2 1.4 -0.369
C -1.6383 -13.3552 -5.7925 -1.2 1.9 -3.7 -0.571
O -1.1560 -14.3007 -6.7750 -0.3 -1.2 1.9 -0.309
C 0.0480 -14.9399 -6.3870 0.8 0.5 -0.5 -0.790
H -0.7459 -9.7099 -9.1170 0.4 0.0 0.0 0.299
H -1.7807 -8.3912 -9.6448 0.6 0.2 -1.2 0.303
H -1.6415 -10.0797 -10.5860 0.2 1.0 -0.5 0.234
H -2.9744 -8.6231 -7.3339 0.3 0.4 -0.7 0.431
H -1.7945 -9.9464 -7.2346 0.1 0.2 0.5 0.295
H -4.6764 -10.8565 -7.4140 0.6 -1.0 -0.3 0.323
H -4.4256 -9.6693 -6.3452 0.2 -0.3 1.2 0.350
H -2.3589 -11.1522 -5.4391 -0.2 1.0 -0.1 0.290
H -2.6062 -12.4864 -7.5923 0.4 -0.3 -0.1 0.277
H -3.7585 -13.3406 -6.5741 0.1 -0.3 0.0 0.288
H -1.8675 -13.5575 -4.7463 0.2 -1.0 -0.2 0.370
H -0.9739 -12.4942 -5.8652 0.7 -0.1 0.7 0.301
H 0.8494 -14.2212 -6.5583 0.4 0.2 0.4 0.315
H 0.3268 -15.7773 -7.0267 -0.7 -0.1 -0.3 0.262
H 0.1099 -15.3176 -5.3664 -0.4 0.2 0.2 0.302
C 4.3923 -0.2512 -0.1122 2.0 0.9 -1.0 -0.805
O 3.0845 -0.0763 0.2022 -1.3 -0.5 0.7 -0.307
C 2.5190 -1.3446 0.4385 -0.3 0.1 0.7 -0.783
C 1.0368 -1.2215 0.5302 0.5 -2.3 -0.5 -0.305
N 0.5613 -0.4869 1.6445 -2.9 2.5 0.4 -0.470
C -0.9566 -0.2876 1.5776 0.6 -2.0 0.0 -0.685
C -1.7934 -1.6432 1.7576 0.1 2.1 0.7 -0.550
O -1.6486 -2.1539 3.1021 0.5 0.3 -1.0 -0.378
C -0.8999 -3.3571 3.0262 0.1 0.4 1.3 -0.538
H 4.8745 0.7234 -0.0369 0.2 0.0 0.0 0.259
H 4.5024 -0.5861 -1.1436 0.1 -0.2 -0.3 0.308
H 4.9506 -0.9610 0.4981 -0.1 -0.1 0.4 0.324
H 2.9039 -1.7667 1.3668 0.4 -0.1 0.2 0.334
H 2.7236 -2.0409 -0.3747 0.3 -0.1 -0.2 0.440
H 0.6604 -2.2323 0.6876 0.1 -0.7 -0.7 0.301
H 0.8356 -1.0022 -0.5183 -1.3 1.1 0.4 0.310
H 0.6647 -1.0365 2.4855 0.5 -0.1 0.1 0.328
H -1.2593 0.1770 0.6391 0.3 -0.1 -0.2 0.398
H -1.3686 0.3615 2.3502 0.7 0.1 0.3 0.347
H -1.6319 -2.4203 1.0105 0.2 0.1 0.0 0.409
H -2.8124 -1.2647 1.6771 -0.3 -0.4 -0.1 0.346
H -0.6154 -3.6895 4.0245 -0.9 -0.1 0.4 0.266
H 0.1159 -3.1670 2.6795 -0.2 -0.3 -1.3 0.141
H -1.5606 -4.0679 2.5300 0.9 -0.5 -0.3 0.311
C 3.8564 -4.2967 -10.2585 1.7 -1.8 -0.3 -0.563
O 3.9169 -2.9273 -10.2474 0.0 2.1 -0.1 -0.466
H 3.2610 -4.7011 -11.0771 -0.7 -0.1 0.5 0.237
H 4.8740 -4.5793 -10.5283 0.2 -1.0 0.0 0.222
H 3.7387 -4.7189 -9.2605 -0.8 -0.1 -0.2 0.255
H 4.7849 -2.7652 -10.6240 -0.3 0.8 0.1 0.315
C -6.5459 -2.5889 -3.6673 0.9 -1.2 0.1 -0.422
O -6.3198 -3.9865 -3.8613 -0.6 -0.6 -0.6 -0.512
H -7.4597 -2.2545 -4.1585 0.0 -0.3 0.2 0.197
H -6.5666 -2.5464 -2.5784 -0.2 1.4 -0.1 0.207
H -5.6914 -2.1221 -4.1572 -0.1 0.8 0.5 0.212
H -5.5614 -4.2114 -3.3174 0.0 -0.1 -0.1 0.317